one:
25
Properties=species:S:1:pos:R:3 method="wB97M-V/def2-TZVPD" e_lumo_ev=0.5 multiplicity=1 gap_ev=9.270
C -2.868 -0.538 -0.094
C -1.535 0.185 0.178
C -0.556 -1.045 -0.249
C 0.843 -0.666 -0.180
C 1.739 -1.637 -0.064
C 3.084 -1.418 0.083
C 3.577 -0.116 0.029
C 2.627 0.913 -0.141
C 1.255 0.681 -0.075
C 0.080 1.683 -0.153
H -4.118 1.275 0.768
H -5.101 -0.278 0.397
H -1.497 0.283 1.334
H -0.532 -1.873 0.418
H -0.917 -1.164 -1.242
H 1.461 -2.760 -0.017
H 3.804 -2.293 0.452
H 4.580 0.225 0.332
H 3.323 1.897 -0.483
H 0.590 2.446 -0.730
H 0.349 2.298 0.875
H -1.774 2.158 -0.654
N -4.082 -0.092 0.627
N -1.232 1.361 -0.671
O -3.100 -1.525 -0.742

---

two:
25
Properties=species:S:1:pos:R:3 method="wB97M-V/def2-TZVPD" e_lumo_ev=0.8 multiplicity=1 smiles="CN1c2ccccc2N[C@@]1(C)C=O" gap_ev=8.839
C 2.745 1.837 0.425
C 3.021 1.017 -0.619
C 1.631 1.678 1.144
C 2.156 -0.021 -0.873
C 0.607 0.880 0.724
C 0.893 0.027 -0.312
C -2.265 0.973 -0.562
C -1.465 -0.135 0.169
C -2.382 -1.186 0.679
C -0.275 -1.967 -0.981
N -0.779 0.707 1.217
N -0.358 -0.546 -0.735
O -3.449 1.056 -0.420
H 3.549 2.499 0.792
H 3.919 1.035 -1.159
H 1.419 2.291 2.109
H 2.323 -0.770 -1.689
H -1.695 1.648 -1.160
H -3.356 -0.998 0.188
H -2.496 -0.961 1.736
H -2.005 -2.185 0.514
H -1.191 -2.315 -1.627
H 0.615 -2.253 -1.528
H -0.284 -2.616 -0.184
H -0.878 0.305 2.151

---

Of them, two has the highest stability.

---

one:
17
Properties=species:S:1:pos:R:3 method="wB97M-V/def2-TZVPD" e_lumo_ev=-4.5 multiplicity=1 charge=+1 smiles="NC(=[NH2+])N(Br)C1CC1" gap_ev=9.527
C 0.343 1.362 -0.015
C -1.089 -1.376 -0.531
C -0.019 -2.294 -0.015
C -0.221 -0.918 0.624
N -1.002 1.644 0.035
N 0.788 0.081 0.345
N 1.219 2.384 -0.334
Br 2.677 -0.274 0.345
H -0.838 -1.152 -1.585
H -2.004 -1.733 -0.218
H -0.152 -3.231 0.636
H 0.794 -2.565 -0.532
H -0.476 -1.011 1.696
H -1.764 1.106 0.425
H -1.436 2.267 -0.585
H 0.980 3.334 -0.171
H 2.200 2.375 -0.120

---

two:
17
Properties=species:S:1:pos:R:3 method="wB97M-V/def2-TZVPD" e_lumo_ev=-4.0 multiplicity=1 charge=+1 gap_ev=8.521
C -1.720 -3.098 -0.059
C 1.593 0.754 -0.067
C 1.265 2.155 -0.171
C 0.236 1.194 0.459
N -2.175 -1.953 -0.002
N -0.795 0.601 -0.284
N -1.404 -4.224 0.011
Br -2.533 1.337 0.056
H 1.825 0.057 -0.977
H 2.315 0.654 0.690
H 1.721 2.813 0.584
H 1.003 2.612 -1.110
H 0.033 1.091 1.503
H -1.773 -1.019 0.066
H -3.205 -1.957 -0.281
H -0.918 -5.121 0.088
H -0.557 0.690 -1.259

---

Of them, one has the highest stability.

---

one:
100
Properties=species:S:1:pos:R:3 method="wB97M-V/def2-TZVPD" e_lumo_ev=0.3 multiplicity=1 smiles=OCCO.OCCO.OCCO.OCCO.OCCO.OCCO.OCCO.OCCO.OCCO.OCCO gap_ev=9.558
C 6.511 -22.422 8.689
C 5.562 -21.230 8.804
O 5.177 -21.014 10.172
O 5.726 -23.553 9.061
H 7.389 -22.271 9.316
H 6.926 -22.580 7.693
H 4.673 -21.121 8.183
H 6.175 -20.368 8.543
H 5.979 -21.104 10.691
H 5.634 -24.112 8.286
C 7.627 -20.280 14.220
C 6.781 -20.785 13.060
O 7.307 -20.586 11.757
O 8.787 -21.072 14.261
H 7.105 -20.332 15.175
H 7.907 -19.253 13.987
H 5.785 -20.353 13.155
H 6.520 -21.825 13.252
H 8.255 -20.729 11.810
H 8.531 -21.925 14.620
C 16.969 -20.960 9.591
C 15.718 -21.408 8.784
O 14.936 -22.161 9.658
O 16.546 -20.062 10.643
H 17.665 -20.485 8.900
H 17.417 -21.845 10.043
H 15.948 -22.060 7.941
H 15.073 -20.603 8.433
H 15.272 -23.047 9.810
H 15.691 -20.350 10.972
C 10.279 -22.874 10.916
C 11.843 -22.985 10.994
O 12.300 -23.075 9.652
O 9.855 -21.568 10.593
H 9.771 -23.040 11.867
H 9.924 -23.636 10.222
H 12.219 -23.713 11.712
H 12.202 -21.977 11.200
H 13.225 -22.825 9.708
H 10.160 -21.312 9.719
C 10.045 -24.562 7.536
C 9.360 -25.023 6.204
O 8.546 -26.179 6.353
O 10.884 -23.404 7.307
H 10.669 -25.326 8.001
H 9.181 -24.425 8.187
H 10.181 -25.198 5.509
H 8.729 -24.258 5.751
H 7.681 -25.871 6.632
H 11.228 -23.124 8.159
C 12.745 -20.495 15.178
C 12.194 -20.864 13.753
O 11.431 -22.005 13.931
O 11.817 -20.024 16.208
H 13.490 -19.724 14.987
H 13.240 -21.371 15.597
H 12.998 -21.010 13.033
H 11.540 -20.080 13.370
H 10.546 -21.638 13.880
H 11.446 -20.784 16.664
C 15.811 -25.079 11.089
C 14.593 -25.850 11.644
O 14.451 -27.096 10.887
O 15.512 -24.617 9.786
H 16.619 -25.799 10.957
H 16.151 -24.270 11.736
H 13.712 -25.211 11.579
H 14.682 -26.001 12.720
H 14.059 -26.858 10.044
H 15.419 -25.267 9.086
C 14.751 -26.354 6.687
C 13.533 -25.648 7.298
O 13.128 -26.010 8.587
O 15.715 -26.326 7.764
H 15.155 -26.020 5.731
H 14.419 -27.317 6.298
H 12.698 -25.817 6.617
H 13.765 -24.585 7.349
H 12.367 -25.516 8.900
H 16.488 -26.785 7.428
C 14.205 -24.250 16.772
C 13.460 -24.804 15.537
O 13.325 -23.797 14.514
O 15.535 -23.944 16.329
H 14.220 -25.072 17.488
H 13.830 -23.310 17.178
H 12.480 -25.217 15.774
H 14.107 -25.556 15.086
H 12.429 -23.457 14.575
H 15.457 -23.374 15.560
C 12.238 -20.201 7.978
C 13.104 -19.274 7.155
O 13.353 -17.951 7.695
O 10.792 -19.967 8.047
H 12.701 -20.226 8.964
H 12.359 -21.231 7.643
H 12.572 -19.191 6.208
H 14.027 -19.824 6.967
H 13.894 -17.408 7.117
H 10.460 -19.798 7.162

---

two:
100
Properties=species:S:1:pos:R:3 method="wB97M-V/def2-TZVPD" e_lumo_ev=0.0 multiplicity=1 smiles=OCCO.OCCO.OCCO.OCCO.OCCO.OCCO.OCCO.OCCO.OCCO.OCCO gap_ev=9.766
C -4.779 0.022 6.420
C -3.360 0.432 6.286
O -2.364 -0.564 6.513
O -5.087 -0.384 7.734
H -4.890 -0.826 5.745
H -5.514 0.744 6.063
H -3.182 1.333 6.874
H -3.191 0.622 5.226
H -2.566 -1.133 7.259
H -4.538 -1.161 7.866
C -8.660 -0.969 -1.683
C -8.875 -1.385 -0.168
O -10.054 -2.160 -0.061
O -9.710 -0.256 -2.289
H -8.550 -1.916 -2.211
H -7.697 -0.528 -1.943
H -9.031 -0.735 0.693
H -8.056 -2.045 0.116
H -10.667 -1.571 -0.506
H -10.467 -0.845 -2.308
C -1.697 -0.506 -0.207
C -0.323 0.094 -0.441
O 0.005 0.539 0.861
O -1.686 -1.647 0.492
H -2.149 -0.688 -1.182
H -2.322 0.188 0.355
H -0.498 0.909 -1.144
H 0.381 -0.567 -0.948
H 0.675 1.219 0.959
H -1.561 -1.479 1.429
C -4.573 6.458 -1.153
C -3.658 5.385 -0.523
O -4.470 5.013 0.511
O -3.788 7.361 -1.957
H -5.096 7.136 -0.477
H -5.319 6.194 -1.902
H -2.668 5.748 -0.245
H -3.443 4.537 -1.174
H -4.399 5.662 1.214
H -4.273 8.081 -2.366
C 2.319 -5.492 4.810
C 1.565 -4.528 3.912
O 1.763 -4.985 2.559
O 3.721 -5.244 4.806
H 1.987 -6.503 4.573
H 2.025 -5.338 5.849
H 1.924 -3.499 3.927
H 0.498 -4.457 4.125
H 1.053 -4.537 2.094
H 4.051 -5.502 3.943
C 3.682 4.502 -6.456
C 2.304 4.047 -6.826
O 1.719 3.118 -5.892
O 4.489 4.274 -7.580
H 4.237 3.999 -5.664
H 3.643 5.524 -6.080
H 2.377 3.569 -7.803
H 1.636 4.907 -6.880
H 0.813 3.065 -6.205
H 5.341 4.677 -7.401
C 4.435 5.756 0.339
C 4.579 7.181 -0.159
O 5.868 7.580 -0.205
O 5.218 5.525 1.446
H 4.775 5.065 -0.433
H 3.392 5.473 0.484
H 4.013 7.851 0.487
H 4.140 7.169 -1.157
H 5.997 8.371 -0.733
H 6.121 5.758 1.219
C -3.632 -8.570 2.765
C -4.992 -7.731 2.906
O -4.857 -6.307 3.185
O -3.854 -9.844 2.279
H -2.847 -8.470 3.515
H -3.060 -8.031 2.010
H -5.735 -8.229 3.529
H -5.502 -7.505 1.970
H -5.742 -5.996 3.388
H -3.834 -10.426 3.042
C 8.181 -0.905 3.001
C 6.604 -0.835 2.593
O 6.333 -1.849 1.705
O 8.489 -1.931 3.837
H 8.534 0.056 3.373
H 8.809 -1.038 2.121
H 6.502 0.140 2.117
H 6.063 -0.614 3.513
H 5.426 -2.160 1.662
H 7.790 -1.869 4.492
C 6.118 -0.895 -8.484
C 4.689 -1.179 -8.092
O 4.431 -1.163 -6.673
O 6.899 -2.047 -8.328
H 6.502 -0.152 -7.785
H 6.181 -0.555 -9.518
H 4.492 -2.209 -8.388
H 3.995 -0.483 -8.564
H 3.952 -0.369 -6.424
H 6.486 -2.470 -7.571

---

three:
100
Properties=species:S:1:pos:R:3 method="wB97M-V/def2-TZVPD" e_lumo_ev=-0.1 multiplicity=1 smiles=OCCO.OCCO.OCCO.OCCO.OCCO.OCCO.OCCO.OCCO.OCCO.OCCO gap_ev=8.772
C -1.146 -0.597 -4.567
C -0.493 -1.902 -4.975
O -0.977 -2.334 -6.239
O -1.018 0.327 -5.635
H -0.651 -0.252 -3.650
H -2.173 -0.748 -4.229
H -0.671 -2.689 -4.241
H 0.600 -1.826 -5.047
H -0.847 -1.612 -6.862
H -1.872 0.733 -5.800
C 3.596 4.553 2.820
C 4.016 3.259 2.187
O 2.958 2.620 1.482
O 4.702 5.137 3.533
H 2.727 4.546 3.473
H 3.358 5.296 2.048
H 4.412 2.549 2.922
H 4.853 3.430 1.501
H 2.977 1.674 1.639
H 5.213 5.651 2.904
C 5.942 0.070 -0.066
C 4.812 -0.939 0.199
O 4.005 -0.579 1.320
O 6.732 0.322 1.076
H 5.520 0.995 -0.472
H 6.579 -0.403 -0.813
H 5.323 -1.888 0.386
H 4.138 -0.999 -0.652
H 4.419 -0.737 2.172
H 6.146 0.408 1.833
C 1.616 1.337 -3.332
C 2.820 0.438 -3.245
O 2.415 -0.911 -3.007
O 0.958 1.534 -2.105
H 0.872 0.993 -4.061
H 1.887 2.283 -3.816
H 3.432 0.811 -2.411
H 3.401 0.514 -4.169
H 3.156 -1.469 -3.266
H 1.046 0.798 -1.485
C -1.357 -3.198 5.083
C -2.464 -3.981 5.745
O -3.614 -3.131 5.957
O -1.602 -3.171 3.675
H -0.365 -3.589 5.318
H -1.398 -2.167 5.447
H -2.144 -4.369 6.717
H -2.805 -4.802 5.112
H -4.015 -3.443 6.771
H -1.575 -2.257 3.381
C 1.577 -5.392 -3.075
C 1.116 -4.083 -2.430
O -0.271 -4.014 -2.117
O 1.998 -5.331 -4.444
H 0.722 -6.080 -3.019
H 2.440 -5.792 -2.548
H 1.492 -3.182 -2.909
H 1.576 -4.110 -1.430
H -0.679 -4.884 -2.124
H 1.233 -5.023 -4.947
C -5.362 -1.211 0.391
C -5.351 -0.726 1.845
O -4.023 -0.562 2.360
O -4.209 -2.002 0.137
H -5.314 -0.331 -0.260
H -6.261 -1.795 0.199
H -5.784 -1.486 2.499
H -5.904 0.199 2.019
H -3.716 0.349 2.280
H -3.548 -1.601 0.727
C -0.632 -1.196 -0.307
C 0.540 -1.082 0.655
O 1.492 -0.180 0.119
O -1.612 -0.186 -0.074
H -1.068 -2.186 -0.186
H -0.327 -1.072 -1.351
H 0.962 -2.077 0.837
H 0.128 -0.748 1.615
H 2.333 -0.230 0.593
H -1.187 0.682 -0.069
C -0.241 3.158 0.336
C -0.329 4.570 0.876
O -1.342 4.716 1.852
O -1.203 2.780 -0.628
H -0.325 2.506 1.211
H 0.761 3.014 -0.077
H -0.466 5.295 0.057
H 0.669 4.890 1.209
H -1.764 5.576 1.785
H -0.912 3.129 -1.476
C -4.216 3.161 0.157
C -4.437 2.999 1.649
O -3.263 2.616 2.391
O -4.197 1.927 -0.525
H -3.449 3.895 -0.096
H -5.134 3.685 -0.160
H -5.196 2.248 1.860
H -4.801 3.926 2.115
H -2.664 3.379 2.360
H -3.296 1.577 -0.442

---

Of them, three has the highest stability.

---

one:
10
Properties=species:S:1:pos:R:3 method="wB97M-V/def2-TZVPD" e_lumo_ev="-9.2 / -9.2" multiplicity=1 charge=+1 gap_ev="7.400 / 7.398"
C -1.149 -0.979 -0.015
C -0.714 0.914 0.033
C -0.021 -0.262 0.038
C 1.357 -0.420 0.036
N -2.311 -0.516 0.023
O -2.050 0.748 0.033
H -0.143 1.821 -0.134
H 1.639 -1.035 -0.890
H 1.631 -0.826 1.006
H 1.760 0.556 -0.131

---

two:
10
Properties=species:S:1:pos:R:3 method="wB97M-V/def2-TZVPD" e_lumo_ev=-7.0 multiplicity=1 charge=+1 gap_ev=8.974
C -0.686 0.506 -0.283
C 0.656 0.041 -0.763
C -1.046 -0.333 0.831
C 1.264 -0.786 -0.008
N -1.234 -1.064 1.750
O 1.692 -1.663 0.751
H -1.441 1.362 -0.464
H 0.847 0.561 -1.646
H -0.884 -0.074 -1.072
H 1.808 -1.419 1.641

---

Of them, two has the highest stability.

---

one:
18
Properties=species:S:1:pos:R:3 method="wB97M-V/def2-TZVPD" e_lumo_ev=0.2 multiplicity=1 smiles="C=NC1=CN=CC=C=C1.O=C=O" gap_ev=9.026
C 1.654 0.746 -0.570
C 1.649 -0.650 -0.683
C -0.418 -0.843 0.375
C 1.193 1.269 0.500
C -0.702 0.191 1.211
C 0.656 1.003 1.676
C 0.665 -1.805 -3.129
C -2.636 1.267 1.833
N 0.710 -1.316 -0.200
N -2.088 0.195 1.424
O 0.344 -2.845 -2.749
O 0.934 -0.764 -3.488
H 1.915 1.267 -1.489
H 2.349 -1.113 -1.343
H -1.288 -1.449 -0.057
H 0.921 1.412 2.600
H -3.719 1.177 1.959
H -2.139 2.259 2.130

---

two:
18
Properties=species:S:1:pos:R:3 method="wB97M-V/def2-TZVPD" e_lumo_ev="-0.7 / -0.7" multiplicity=1 gap_ev="8.592 / 8.515"
C 1.203 -1.533 -0.519
C 1.219 -1.825 0.883
C 0.937 -0.299 -0.907
C 0.761 -1.038 1.818
C 0.851 0.768 0.085
C 0.106 0.254 1.315
C -3.540 0.421 -1.326
C 0.117 2.090 -0.514
N -0.786 2.702 0.040
N -0.823 0.546 1.990
O -4.428 1.076 -1.047
O -2.789 -0.365 -1.673
H 1.557 -2.231 -1.290
H 1.515 -2.813 1.032
H 0.728 0.004 -1.890
H 0.840 -1.304 2.802
H 1.845 1.062 0.519
H 0.688 2.482 -1.317

---

Of them, one has the highest stability.

---

one:
12
Properties=species:S:1:pos:R:3 method="wB97M-V/def2-TZVPD" e_lumo_ev=-3.9 multiplicity=1 charge=+1 smiles=[NH3+][C@@H]1O[C@H]1NI gap_ev=8.563
C 0.121 0.467 -0.726
C -0.172 0.005 0.790
N 1.184 1.250 -1.117
N -1.026 -1.151 0.952
O -0.864 0.999 0.033
I 2.594 0.399 -2.285
H -0.135 -0.278 -1.522
H 0.256 0.487 1.668
H 1.531 2.084 -0.697
H -1.037 -1.881 0.144
H -1.947 -0.738 1.132
H -0.504 -1.644 1.629

---

two:
12
Properties=species:S:1:pos:R:3 method="wB97M-V/def2-TZVPD" e_lumo_ev=-4.3 multiplicity=1 charge=+1 gap_ev=8.164
C -1.451 -0.441 -0.011
C 1.422 -0.845 -0.165
N -2.371 0.477 0.126
N 2.190 0.457 -0.222
O -0.205 -0.122 0.035
I -4.350 0.053 0.047
H -1.639 -1.445 0.178
H 1.630 -1.320 0.753
H -2.361 1.457 0.065
H 2.050 0.843 0.644
H 2.035 0.851 -1.204
H 3.050 0.036 -0.246

---

Of them, one has the highest stability.

---

one:
5
Properties=species:S:1:pos:R:3 method="wB97M-V/def2-TZVPD" e_lumo_ev=0.2 multiplicity=1 gap_ev=11.212
C -1.297 -0.377 0.278
O -1.855 0.330 -0.366
O 1.400 -0.323 -0.161
F 1.407 0.963 0.225
H 0.345 -0.592 0.024

---

two:
5
Properties=species:S:1:pos:R:3 method="wB97M-V/def2-TZVPD" e_lumo_ev=-0.5 multiplicity=1 gap_ev=12.483
C -1.804 -0.063 -0.572
O -3.044 -0.102 -0.212
O -2.376 1.038 -0.813
F 0.394 -0.386 0.885
H -0.353 -0.414 0.256

---

Of them, one has the highest stability.

---

one:
12
Properties=species:S:1:pos:R:3 method="wB97M-V/def2-TZVPD" e_lumo_ev=1.0 multiplicity=1 smiles=CC.N gap_ev=11.265
C 1.234 -0.837 -0.095
C 1.366 0.728 -0.025
H -3.458 0.040 0.528
H -1.991 -0.555 0.280
H -2.375 0.931 -0.317
H 2.282 -1.233 0.164
H 0.491 -1.146 0.670
H 0.815 -1.206 -1.023
H 1.830 0.917 0.980
H 0.474 1.373 -0.161
H 2.045 1.063 -0.851
N -2.712 -0.076 -0.151

---

two:
12
Properties=species:S:1:pos:R:3 method="wB97M-V/def2-TZVPD" e_lumo_ev=1.0 multiplicity=1 smiles=CC.N gap_ev=11.452
C 1.485 -0.679 -0.029
C 1.101 0.780 -0.003
H -3.198 0.246 0.239
H -2.360 -0.464 -0.861
H -1.954 -0.716 0.724
H 0.763 -1.152 -0.645
H 2.516 -0.963 -0.359
H 1.226 -1.172 0.965
H 1.428 1.582 -0.708
H 1.540 1.195 0.906
H 0.027 0.752 0.044
N -2.215 0.012 -0.016

---

Of them, one has the highest stability.